4 unconnected molecules or ions with the total composition C36H80ClNO4S2Si, computed with ωB97M-V/def2-TZVPD.

SMILES: CCCCN(CCCC[Si@H](CCCCCCCCOC)C[C@H](C)Cl)C(=S)SCCC.CCOCC.CCOCC.CCOCC
orbital gap: 8.57 eV

```
! RIJCOSX wB97M-V def2-TZVPD def2/J DEFGRID3
* xyz 0 1
Cl -5.97 -4.05 -1.05
S 3.79 2.03 1.66
S 4.54 2.03 -1.23
Si -2.22 -1.99 -2.44
O -1.96 -5.90 -0.89
O -2.82 11.49 2.92
O -4.96 7.12 1.04
O 5.47 -7.61 1.71
N 3.11 0.11 -0.04
C 3.76 1.34 0.18
C 4.60 -7.83 2.81
C 6.80 5.38 -1.00
C -3.61 -3.25 -2.15
C -2.67 -6.89 -1.62
C -3.43 3.37 -1.85
C 6.24 4.10 -0.36
C 4.59 -4.11 -0.20
C -3.61 4.84 -1.46
C -3.28 10.45 2.07
C -4.45 5.03 -0.18
C -2.86 -0.22 -2.34
C -2.37 0.69 -3.48
C 1.59 -1.28 -1.43
C 4.81 3.75 -0.80
C -4.74 10.09 2.24
C 3.93 -1.05 0.39
C -3.35 1.81 -3.89
C -0.75 -2.28 -1.31
C 0.13 -7.19 -0.62
C -4.59 -2.86 -1.07
C -2.15 10.02 4.79
C -2.99 3.18 -3.30
C -5.62 6.58 2.17
C -3.97 -2.80 0.33
C 0.13 -1.03 -1.05
C 2.46 -0.03 -1.36
C 5.22 -7.53 4.16
C 4.86 -1.63 -0.67
C 6.44 -9.88 1.66
C 6.66 -8.38 1.69
C -2.93 11.24 4.31
C -0.99 -6.38 0.02
C 5.53 -2.90 -0.16
C -5.18 6.39 -0.15
C -3.47 -7.86 -0.76
H -1.90 3.29 -3.33
H -3.98 11.16 4.61
H -3.39 1.89 -4.97
H 7.82 5.23 -1.35
H -4.94 9.69 3.24
H 5.90 -2.75 0.86
H -3.16 -4.22 -1.88
H 4.21 -8.85 2.79
H -1.74 -2.21 -3.83
H 7.40 -10.40 1.59
H 5.09 -5.03 0.12
H -4.03 -8.54 -1.39
H -6.26 6.25 -0.30
H -0.22 -0.16 -1.62
H -5.01 9.32 1.52
H -2.63 5.28 -1.29
H 7.31 -8.11 2.54
H -4.63 -3.25 1.06
H 5.63 -0.89 -0.92
H -3.04 -3.36 0.36
H -3.39 3.99 -3.92
H 0.63 -6.60 -1.39
H 3.25 -1.81 0.78
H -5.07 -1.90 -1.29
H -2.15 0.09 -4.37
H -4.35 1.55 -3.52
H -1.09 10.12 4.53
H -4.89 6.23 2.90
H 6.22 4.22 0.73
H -4.14 -3.37 -3.10
H 1.61 -1.66 -2.46
H -2.65 9.56 2.18
H 3.17 0.01 -2.19
H 4.32 -1.89 -1.58
H 5.93 -10.24 2.56
H -4.17 -7.31 -0.13
H -1.06 -2.72 -0.36
H 3.76 -7.16 2.63
H -2.00 -7.44 -2.29
H -2.65 2.95 -1.20
H 3.72 -3.98 0.45
H -5.16 4.21 -0.09
H -0.24 -8.11 -1.07
H -3.95 -0.17 -2.26
H -2.53 12.14 4.78
H -0.57 -5.47 0.48
H 6.91 3.26 -0.55
H -4.82 7.03 -0.96
H -2.53 9.10 4.35
H 4.22 -4.26 -1.21
H -2.82 -8.46 -0.11
H 0.86 -7.46 0.14
H -3.36 -6.32 -2.25
H 4.09 3.99 -0.02
H -6.24 7.35 2.63
H -3.79 5.03 0.69
H 6.06 -8.18 4.38
H -4.09 5.37 -2.29
H -2.47 0.18 -1.39
H -1.46 -6.95 0.83
H -3.78 -1.76 0.62
H 1.82 0.85 -1.47
H 4.52 4.32 -1.69
H 4.52 -0.71 1.23
H -1.42 1.16 -3.19
H -3.11 10.83 1.06
H -5.37 10.96 2.09
H 6.21 5.67 -1.87
H 5.58 -6.50 4.19
H 6.38 -3.13 -0.81
H 0.08 -0.78 0.01
H -4.36 2.82 -1.66
H 7.18 -8.07 0.78
H -0.14 -3.04 -1.80
H 4.48 -7.66 4.94
H -2.24 9.93 5.87
H 5.83 -10.16 0.80
H 6.82 6.21 -0.30
H 1.98 -2.08 -0.81
H -6.26 5.74 1.90
*
```